61
Properties=species:S:1:pos:R:3:forces:R:3:nbo_charge:R:1 method="wB97M-V/def2-TZVPD" orbital_gap_ev=5.2 energy_ev=-100357.0136 homo_energy_ev=-1.92 charge=-2
Pd -0.154 0.189 -2.444 0.7 2.4 1.3 0.753
S 2.147 0.655 -2.343 -1.0 -0.1 -0.2 -0.018
C 2.183 2.379 -2.408 -2.1 0.5 0.0 -0.338
C 3.458 2.954 -2.398 0.8 0.6 0.0 0.292
N 4.520 3.398 -2.349 0.2 0.1 0.0 -0.384
C 1.037 3.162 -2.391 1.4 -1.7 0.1 -0.337
S -0.547 2.495 -2.276 -0.1 -1.0 -0.1 -0.040
C 1.122 4.558 -2.414 0.2 1.0 0.0 0.288
N 1.177 5.709 -2.428 0.0 0.2 0.0 -0.379
C -0.592 -0.654 2.887 0.0 0.2 0.3 -0.411
N 0.768 -0.969 2.501 0.2 -0.1 -0.9 -0.811
C 1.141 -2.341 2.755 0.0 0.0 0.1 -0.401
P 1.292 -0.143 1.117 0.9 0.2 0.7 2.450
O 0.213 0.219 0.189 -0.4 -0.3 0.3 -1.141
N 1.935 1.240 1.822 0.0 -0.6 -0.3 -0.808
C 2.048 2.431 1.014 -0.1 0.2 -0.3 -0.415
C 2.705 1.241 3.037 -0.1 0.0 0.0 -0.397
N 2.525 -1.038 0.423 -0.6 0.1 0.6 -0.817
C 3.929 -0.960 0.723 0.0 0.2 0.0 -0.390
C 2.197 -2.073 -0.534 -0.3 0.0 -0.1 -0.431
H -1.295 -1.418 2.543 0.0 0.0 0.0 0.195
H -0.870 0.297 2.438 -0.1 0.0 0.1 0.231
H -0.656 -0.577 3.976 -0.1 0.0 0.1 0.170
H 0.437 -3.043 2.297 0.0 -0.1 0.0 0.199
H 1.157 -2.507 3.837 0.0 -0.1 0.0 0.170
H 2.136 -2.523 2.356 0.0 -0.1 0.0 0.206
H 1.312 2.368 0.215 0.0 0.1 -0.1 0.256
H 3.046 2.548 0.574 0.0 0.0 0.0 0.182
H 1.829 3.317 1.619 0.0 0.0 0.0 0.179
H 2.589 0.273 3.519 0.1 0.0 0.2 0.216
H 2.331 2.019 3.714 0.0 0.0 0.0 0.179
H 3.770 1.448 2.858 0.0 0.0 0.0 0.166
H 4.127 -0.219 1.490 0.0 0.1 0.0 0.201
H 4.485 -0.684 -0.181 0.0 0.0 0.0 0.201
H 4.309 -1.928 1.078 0.0 0.0 0.0 0.164
H 1.135 -2.039 -0.774 0.1 -0.1 0.0 0.262
H 2.438 -3.065 -0.135 0.0 -0.1 0.0 0.162
H 2.741 -1.922 -1.468 0.1 0.0 0.0 0.213
O -6.720 -0.733 2.059 0.4 -0.2 -0.1 -0.426
N -5.682 -1.374 1.883 -1.0 -0.6 1.0 0.524
O -5.433 -2.412 2.501 -0.1 0.4 -0.2 -0.429
C -4.757 -0.915 0.932 1.0 0.4 -1.0 -0.107
C -3.587 -1.635 0.695 0.3 0.0 -0.2 -0.077
C -2.706 -1.258 -0.306 -1.7 1.0 0.4 -0.080
C -2.994 -0.131 -1.199 0.7 0.0 -0.6 0.467
O -2.331 0.159 -2.205 -0.1 -0.2 0.5 -0.585
C -4.145 0.657 -0.791 -0.2 -1.4 1.0 -0.041
C -5.003 0.258 0.216 0.3 0.2 -0.4 -0.096
N -4.430 1.885 -1.440 -0.3 1.6 -0.9 0.504
O -5.227 2.641 -0.876 0.0 -0.1 0.0 -0.448
O -3.899 2.166 -2.499 -0.3 -0.3 0.5 -0.322
N -1.527 -1.984 -0.450 2.7 -1.4 -0.8 0.519
O -1.165 -2.718 0.490 -0.4 0.5 -0.7 -0.449
O -0.848 -1.904 -1.496 -1.5 -0.5 1.6 -0.379
H -3.386 -2.514 1.290 0.1 0.1 -0.1 0.266
H -5.869 0.861 0.446 0.0 0.0 0.0 0.267
O 1.108 -1.709 -3.674 0.5 -0.6 1.5 -0.879
Cl 0.309 -1.168 -4.730 0.6 0.4 -2.7 2.568
O 0.670 0.201 -4.965 0.1 0.3 -0.4 -0.864
O 0.564 -1.915 -5.919 0.2 -0.7 -0.7 -0.884
O -1.069 -1.253 -4.402 -1.4 -0.4 0.3 -0.867

---

41
Properties=species:S:1:pos:R:3:forces:R:3:nbo_charge:R:1 method="wB97M-V/def2-TZVPD" orbital_gap_ev=9.2 de_lowest_ev=2.958 energy_ev=-37070.6241 smiles=O[C@H](CNCCc1ccc(Cl)cc1)COCc1ccco1 homo_energy_ev=-8.39 charge=0
O 0.125 2.954 2.969 -0.3 0.2 0.2 -0.709
C 0.955 2.333 2.024 0.0 -0.6 -0.4 0.083
C 0.526 2.693 0.592 0.1 0.2 0.3 -0.237
N 1.401 2.071 -0.377 0.2 0.1 0.0 -0.641
C 0.985 2.221 -1.756 0.3 0.0 -0.2 -0.198
C 1.649 1.139 -2.620 -0.3 0.2 0.2 -0.421
C 1.197 -0.214 -2.156 0.1 0.0 -0.1 -0.012
C 1.948 -0.944 -1.244 -0.1 0.0 -0.1 -0.186
C 1.493 -2.156 -0.755 0.0 -0.1 0.0 -0.248
C 0.268 -2.643 -1.179 0.1 0.2 -0.1 -0.054
Cl -0.327 -4.138 -0.544 -0.1 -0.1 0.1 0.002
C -0.492 -1.939 -2.098 0.0 -0.1 0.0 -0.169
C -0.022 -0.731 -2.578 0.1 0.0 0.0 -0.229
C 0.948 0.811 2.208 0.4 0.2 0.1 -0.089
O -0.377 0.362 2.015 -0.1 0.2 -0.2 -0.551
C -0.504 -1.039 2.065 0.0 -0.4 0.2 -0.096
C -1.775 -1.440 1.395 0.1 0.7 -0.5 0.256
C -2.406 -0.933 0.298 0.4 -0.1 0.6 -0.302
C -3.550 -1.743 0.095 -0.1 -0.4 0.3 -0.319
C -3.523 -2.680 1.080 -0.5 0.1 -0.6 0.087
O -2.453 -2.501 1.875 0.2 -0.2 0.4 -0.396
H -0.726 2.498 2.934 0.0 0.0 0.0 0.475
H 1.966 2.710 2.216 0.0 -0.1 -0.1 0.172
H 0.483 3.793 0.508 -0.1 -0.1 0.0 0.174
H -0.482 2.297 0.436 0.0 0.1 0.0 0.199
H 2.352 2.408 -0.259 -0.1 0.0 0.0 0.353
H 1.212 3.218 -2.171 -0.1 -0.1 0.1 0.171
H -0.099 2.083 -1.793 0.0 0.0 0.0 0.191
H 1.367 1.298 -3.662 0.1 0.0 -0.1 0.216
H 2.733 1.226 -2.534 0.1 0.0 -0.1 0.206
H 2.899 -0.559 -0.909 0.1 0.0 0.0 0.213
H 2.085 -2.722 -0.052 0.0 -0.1 0.1 0.227
H -1.443 -2.331 -2.424 -0.1 -0.1 0.0 0.221
H -0.616 -0.179 -3.293 -0.1 0.1 -0.1 0.211
H 1.616 0.351 1.469 -0.1 0.0 0.1 0.190
H 1.293 0.558 3.221 0.0 0.0 -0.1 0.173
H -0.506 -1.399 3.106 0.0 0.0 -0.1 0.186
H 0.348 -1.506 1.543 -0.1 0.1 0.1 0.190
H -2.088 -0.093 -0.282 0.1 0.2 -0.1 0.230
H -4.284 -1.640 -0.677 -0.2 0.0 -0.1 0.226
H -4.177 -3.495 1.315 0.0 -0.1 0.1 0.202

---

Number 1: LUMO 3.286 eV. Number 2: LUMO 0.786 eV.